A single C2H6O3S2 molecule, computed with wB97M-V/def2-TZVPD.

The geometry in XYZ format:
```
13
C2H6O3S2 (wB97M-V/def2-TZVPD)
C -2.27 1.27 0.11
C 2.17 -1.34 -0.37
O 2.10 1.26 0.32
O -0.01 0.20 -0.58
O -1.52 -1.03 1.00
S -1.51 -0.27 -0.26
S 1.28 0.10 0.51
H -3.11 1.53 -0.54
H -1.42 1.88 0.09
H -2.82 1.15 1.01
H 3.17 -1.49 0.11
H 1.66 -2.15 -0.02
H 2.30 -1.12 -1.38
```

Calculated values
frontier orbital gap: 9.941 eV
ΔE to the lowest compared entry with this formula, charge and spin: 190.39 kJ/mol
net charge: 0

---

A molecular structure, C2H6O3Tl, computed with wB97M-V/def2-TZVPD.

The geometry in XYZ format:
```
12
C2H6O3Tl (wB97M-V/def2-TZVPD)
O 0.13 2.87 0.37
C -0.07 1.85 -0.54
H -0.10 2.24 -1.59
H -1.08 1.39 -0.37
Tl 1.79 2.09 0.97
O 1.07 0.94 -0.43
H 0.95 -1.62 -0.76
C -0.55 -1.97 0.51
O -0.10 -1.59 -0.76
H -0.78 -3.05 0.56
H 0.20 -1.76 1.30
H -1.46 -1.40 0.75
```

Calculated values
multiplicity: 2
frontier orbital gap (spin up / spin down): 9.560 / 6.775 eV
ΔE to the lowest compared entry with this formula, charge and spin: 0.00 kJ/mol
net charge: 0

---

3 unconnected molecules or ions with the total composition C2H6O5, computed with wB97M-V/def2-TZVPD.

The geometry in XYZ format:
```
13
C2H6O5 (wB97M-V/def2-TZVPD)
O 1.47 -0.52 0.79
C 0.42 -1.04 1.09
O -0.56 -1.12 0.29
H 0.18 -1.15 2.22
H -0.33 -0.95 -0.60
O 0.46 -0.12 -2.60
C 1.62 -0.05 -2.96
O 2.57 -0.05 -2.08
H 2.07 -0.24 -3.98
H 2.18 -0.19 -1.24
O -3.27 1.89 2.68
H -2.70 1.46 3.25
H -4.11 2.08 3.14
```

Calculated values
frontier orbital gap: 11.641 eV
ΔE to the lowest compared entry with this formula, charge and spin: 0.00 kJ/mol
net charge: 0

---

2 unconnected molecules or ions with the total composition C2H6O5P2, computed with wB97M-V/def2-TZVPD.

The geometry in XYZ format:
```
15
C2H6O5P2 (wB97M-V/def2-TZVPD)
C -1.98 0.89 -0.12
C 0.08 -0.56 0.41
O 2.57 -0.63 -1.09
O 2.36 0.81 1.04
O 1.22 1.48 -1.14
O -2.95 0.17 -0.59
O 0.16 -0.53 1.86
P -0.45 -2.15 -0.05
P 1.72 0.20 -0.20
H -1.88 1.12 1.08
H -1.29 1.55 -0.59
H 1.11 2.07 -0.43
H 0.88 0.10 1.86
H 0.08 -2.65 -1.40
H -1.64 -1.88 -0.63
```

Calculated values
frontier orbital gap (spin up / spin down): 5.297 / 5.296 eV
ΔE to the lowest compared entry with this formula, charge and spin: 286.37 kJ/mol
net charge: -2

---

A gas-phase ion, C2H6O5P2 (charge -2), computed with wB97M-V/def2-TZVPD.

The geometry in XYZ format:
```
15
C2H6O5P2 (wB97M-V/def2-TZVPD)
O 2.01 -0.76 -1.07
P 1.67 -0.02 0.19
O 1.85 -0.89 1.48
O 2.05 1.45 0.14
C -0.50 -0.14 0.26
O -0.65 -0.75 1.60
P -0.77 -1.31 -1.11
C -1.06 1.30 0.07
O -0.76 1.63 -1.29
H 0.39 -0.93 1.79
H -1.96 -1.97 -0.77
H 0.29 -2.20 -0.59
H -2.13 1.48 0.19
H -0.47 1.86 0.71
H 0.04 1.26 -1.61
```

Calculated values
frontier orbital gap: 6.676 eV
ΔE to the lowest compared entry with this formula, charge and spin: 111.91 kJ/mol
net charge: -2

---

2 unconnected molecules or ions with the total composition C2H6OS, computed with wB97M-V/def2-TZVPD.

The geometry in XYZ format:
```
10
C2H6OS (wB97M-V/def2-TZVPD)
S -0.60 -3.78 -0.46
H -0.08 -3.25 -1.58
H -0.04 -4.99 -0.69
C 1.41 3.53 0.25
C 0.40 2.69 0.03
O -0.66 2.43 0.83
H 2.30 3.59 -0.37
H 1.57 3.97 1.24
H 0.16 2.38 -0.98
H -0.39 2.29 1.73
```

Calculated values
multiplicity: 2
frontier orbital gap (spin up / spin down): 2.202 / 9.127 eV
ΔE to the lowest compared entry with this formula, charge and spin: 114.94 kJ/mol
net charge: -1

---

A single C2H6OS molecule, computed with wB97M-V/def2-TZVPD.

The geometry in XYZ format:
```
10
C2H6OS (wB97M-V/def2-TZVPD)
O 1.54 1.09 0.35
C 0.98 -0.07 -0.27
C -0.49 -0.53 0.56
S -1.94 0.38 -0.10
H 1.05 1.83 -0.08
H 0.81 0.15 -1.42
H 1.56 -1.07 -0.16
H -0.52 0.11 1.46
H -0.54 -1.57 0.85
H -2.44 -0.32 -1.20
```

Calculated values
frontier orbital gap: 9.830 eV
ΔE to the lowest compared entry with this formula, charge and spin: 98.42 kJ/mol
net charge: 0

---

2 unconnected molecules or ions with the total composition C2H6OS5, computed with wB97M-V/def2-TZVPD.

The geometry in XYZ format:
```
14
C2H6OS5 (wB97M-V/def2-TZVPD)
O 0.86 1.52 0.41
S -0.28 0.85 -0.56
C 0.40 -0.29 -1.79
S -0.06 -2.01 -1.58
S 2.13 -0.17 -2.16
H 1.10 0.96 1.11
H -0.13 0.14 -2.74
H 0.43 -2.19 -0.38
H 1.97 1.13 -2.37
S 0.27 -0.77 2.21
C -1.20 -0.36 1.62
S -2.19 0.85 2.18
H -1.95 -1.01 1.01
H -1.35 1.34 3.04
```

Calculated values
frontier orbital gap: 8.233 eV
ΔE to the lowest compared entry with this formula, charge and spin: 35.43 kJ/mol
net charge: 0

---

A molecular structure, C2H6OSn, computed with wB97M-V/def2-TZVPD.

The geometry in XYZ format:
```
10
C2H6OSn (wB97M-V/def2-TZVPD)
Sn 0.39 2.14 0.50
C 0.34 -0.36 0.93
C -0.42 -0.39 -0.45
O 0.01 0.77 -1.24
H 0.22 -1.35 1.37
H -0.05 0.40 1.59
H 1.41 -0.28 0.76
H -1.49 -0.39 -0.26
H -0.14 -1.24 -1.07
H -0.28 0.69 -2.15
```

Calculated values
frontier orbital gap: 9.858 eV
ΔE to the lowest compared entry with this formula, charge and spin: 0.00 kJ/mol
net charge: +2

---

A molecular structure, C2H6OSn, computed with wB97M-V/def2-TZVPD.

The geometry in XYZ format:
```
10
C2H6OSn (wB97M-V/def2-TZVPD)
Sn 5.75 45.92 7.18
C 1.92 45.00 8.11
C 2.67 44.03 7.23
O 3.27 44.74 6.24
H 1.43 44.41 8.88
H 1.27 45.67 7.54
H 2.65 45.62 8.63
H 1.97 43.30 6.83
H 3.42 43.50 7.82
H 2.94 44.48 5.38
```

Calculated values
multiplicity: 2
frontier orbital gap (spin up / spin down): 8.917 / 7.334 eV
ΔE to the lowest compared entry with this formula, charge and spin: 52.99 kJ/mol
net charge: +3

---

A single C2H6P4 molecule, computed with wB97M-V/def2-TZVPD.

The geometry in XYZ format:
```
12
C2H6P4 (wB97M-V/def2-TZVPD)
C -0.94 1.54 -0.86
C -0.60 0.41 0.17
P 2.39 -0.60 1.83
P 3.04 -2.33 1.02
P 0.85 -2.04 1.21
P 0.24 -1.17 -0.72
H -0.08 1.72 -1.64
H -2.01 1.41 -1.34
H -1.01 2.39 -0.12
H -1.30 0.07 0.82
H 0.24 0.70 0.68
H -0.83 -2.08 -1.04
```

Calculated values
frontier orbital gap: 7.006 eV
net charge: 0

---

2 unconnected molecules or ions with the total composition C2H6S2, computed with wB97M-V/def2-TZVPD.

The geometry in XYZ format:
```
10
C2H6S2 (wB97M-V/def2-TZVPD)
C 1.54 -0.82 0.23
C 1.73 -0.49 -1.04
H 2.38 -0.89 0.92
H 0.68 -1.28 0.70
H 2.64 -0.77 -1.56
H 0.92 -0.17 -1.68
S -3.55 0.96 1.16
S -1.49 0.85 1.32
H -3.62 1.44 -0.09
H -1.23 1.18 0.05
```

Calculated values
frontier orbital gap: 8.872 eV
ΔE to the lowest compared entry with this formula, charge and spin: 206.31 kJ/mol
net charge: 0

---

2 unconnected molecules or ions with the total composition C2H6Se, computed with wB97M-V/def2-TZVPD.

The geometry in XYZ format:
```
9
C2H6Se (wB97M-V/def2-TZVPD)
C 0.85 0.34 -0.43
C -0.18 -0.73 -0.06
Se -2.00 -0.04 0.13
H 0.76 1.25 0.29
H 1.78 -0.27 -0.49
H 0.76 0.83 -1.38
H 0.14 -1.21 0.91
H -0.22 -1.30 -0.93
H -1.89 1.12 1.94
```

Calculated values
frontier orbital gap: 7.870 eV
ΔE to the lowest compared entry with this formula, charge and spin: 201.20 kJ/mol
net charge: 0

---

A single C2H6Si3 molecule, computed with wB97M-V/def2-TZVPD.

The geometry in XYZ format:
```
11
C2H6Si3 (wB97M-V/def2-TZVPD)
C 0.17 -1.33 1.24
C -0.10 -1.80 0.14
Si -0.44 -0.98 -1.49
Si -0.04 1.14 -0.48
Si 0.47 0.43 1.75
H 0.46 -1.40 -2.57
H -1.90 -1.50 -1.94
H -1.15 2.10 -0.58
H 1.08 1.86 -1.11
H -0.40 0.87 2.85
H 1.86 0.60 2.18
```

Calculated values
frontier orbital gap: 9.427 eV
ΔE to the lowest compared entry with this formula, charge and spin: 0.00 kJ/mol
net charge: 0

---

A single C2H6Si3 molecule, computed with wB97M-V/def2-TZVPD.

The geometry in XYZ format:
```
11
C2H6Si3 (wB97M-V/def2-TZVPD)
C -0.26 -0.96 1.19
C -1.33 -1.45 0.85
Si 1.09 0.32 1.33
Si -2.54 -1.24 -0.59
Si 0.80 0.79 -0.95
H 0.64 1.62 1.84
H 2.24 0.07 2.11
H -1.86 -2.40 -1.22
H -0.59 0.40 -1.03
H 0.49 2.31 -1.24
H 1.31 0.54 -2.28
```

Calculated values
frontier orbital gap: 7.945 eV
ΔE to the lowest compared entry with this formula, charge and spin: 178.20 kJ/mol
net charge: 0

---

A molecular structure, C2H7AlBINO3, computed with wB97M-V/def2-TZVPD.

The geometry in XYZ format:
```
16
C2H7AlBINO3 (wB97M-V/def2-TZVPD)
N 2.33 -1.41 0.58
B 1.66 -0.22 -0.10
O 2.46 0.54 -1.09
C 0.10 0.09 0.31
I -0.52 -0.55 2.34
C -0.56 1.57 0.03
O -1.85 1.51 -0.71
Al -2.44 -0.28 -0.54
O -0.64 -0.88 -0.53
H 2.38 -1.27 1.64
H 1.71 -2.24 0.43
H 2.48 -0.06 -1.91
H 0.05 2.39 -0.54
H -0.87 2.09 1.06
H -3.09 -0.98 -1.82
H -3.21 -0.30 0.84
```

Calculated values
frontier orbital gap: 7.605 eV
ΔE to the lowest compared entry with this formula, charge and spin: 125.38 kJ/mol
net charge: -1

---

A gas-phase ion, C2H7BO4PS (charge -1), computed with wB97M-V/def2-TZVPD.

The geometry in XYZ format:
```
16
C2H7BO4PS (wB97M-V/def2-TZVPD)
O 2.51 -1.30 0.08
P 1.89 -0.30 -1.08
O 2.67 1.13 -0.73
C 0.20 0.16 -0.42
C -0.22 -0.32 1.01
O -1.32 -1.15 0.82
B -1.92 -0.74 -0.45
S -3.11 0.88 -0.22
O -0.75 -0.39 -1.29
H 2.51 -0.90 0.96
H 2.16 1.70 -0.14
H 0.16 1.26 -0.44
H -0.47 0.57 1.61
H 0.56 -0.88 1.54
H -2.65 -1.58 -0.93
H -2.20 1.87 -0.32
```

Calculated values
frontier orbital gap: 7.455 eV
net charge: -1

---

A single C2H7BrNOP molecule, computed with wB97M-V/def2-TZVPD.

The geometry in XYZ format:
```
13
C2H7BrNOP (wB97M-V/def2-TZVPD)
C 1.35 0.25 -0.06
N 0.03 -0.23 0.10
C -0.51 0.05 1.41
P -1.07 0.46 -1.21
O -0.52 -0.50 -2.38
Br -2.87 -0.61 -0.59
H 2.04 -0.30 0.63
H 1.62 0.01 -1.09
H 1.34 1.34 0.11
H -1.61 -0.06 1.45
H 0.04 -0.68 2.08
H -0.16 1.09 1.80
H 0.31 -0.82 -2.26
```

Calculated values
frontier orbital gap: 9.506 eV
ΔE to the lowest compared entry with this formula, charge and spin: 0.00 kJ/mol
net charge: 0

---

2 unconnected molecules or ions with the total composition C2H7Cl2N2P, computed with wB97M-V/def2-TZVPD.

The geometry in XYZ format:
```
14
C2H7Cl2N2P (wB97M-V/def2-TZVPD)
C 1.54 -1.52 -0.17
N 0.69 -0.36 0.12
N 1.25 0.75 0.26
C 0.42 1.81 0.42
H 2.44 -1.61 0.48
H 0.88 -2.51 -0.16
H 1.77 -1.34 -1.31
H 0.65 2.70 -0.15
H -0.66 1.55 0.27
H 0.28 1.80 1.52
Cl -3.08 1.15 0.08
P -2.47 -0.44 -1.03
Cl -2.57 -1.90 0.43
H -1.15 -0.09 -0.75
```

Calculated values
frontier orbital gap: 9.619 eV
ΔE to the lowest compared entry with this formula, charge and spin: 235.25 kJ/mol
net charge: 0

---

A single C2H7Cl3Si2 molecule, computed with wB97M-V/def2-TZVPD.

The geometry in XYZ format:
```
14
C2H7Cl3Si2 (wB97M-V/def2-TZVPD)
C -0.12 -2.66 0.09
Si -0.67 -0.84 0.65
Cl 0.18 -0.69 2.49
Si 0.01 0.96 -0.85
C 0.45 2.62 0.11
Cl 1.78 0.46 -1.67
Cl -1.28 1.45 -2.29
H -0.90 -3.40 -0.29
H 0.64 -2.66 -0.67
H 0.35 -3.14 1.04
H -2.14 -0.97 0.73
H 0.63 3.21 -0.79
H -0.28 3.12 0.77
H 1.36 2.54 0.67
```

Calculated values
frontier orbital gap: 10.336 eV
ΔE to the lowest compared entry with this formula, charge and spin: 13.66 kJ/mol
net charge: 0

---

Number 1: strongest force on any atom 4.16 eV/Å. Number 2: strongest force on any atom 6.82 eV/Å. Number 3: strongest force on any atom 4.10 eV/Å. Number 4: strongest force on any atom 4.38 eV/Å. Number 5: strongest force on any atom 3.67 eV/Å. Number 6: strongest force on any atom 1.53 eV/Å. Number 7: strongest force on any atom 3.48 eV/Å. Number 8: strongest force on any atom 3.51 eV/Å. Number 9: strongest force on any atom 2.50 eV/Å. Number 10: strongest force on any atom 3.95 eV/Å. Number 11: strongest force on any atom 5.90 eV/Å. Number 12: strongest force on any atom 1.61 eV/Å. Number 13: strongest force on any atom 3.61 eV/Å. Number 14: strongest force on any atom 2.17 eV/Å. Number 15: strongest force on any atom 2.80 eV/Å. Number 16: strongest force on any atom 3.43 eV/Å. Number 17: strongest force on any atom 0.18 eV/Å. Number 18: strongest force on any atom 4.67 eV/Å. Number 19: strongest force on any atom 5.12 eV/Å. Number 20: strongest force on any atom 3.22 eV/Å.